No. 1
A 31-piece molecular cluster, H62O31 overall in a non-equilibrium geometry, computed with ωB97M-V with the def2-TZVPD basis set.

CARTESIAN COORDINATES (ANGSTROEM)
O1 -0.0072 -0.3578 -5.2299
H1 0.7184 0.2509 -5.0912
H2 -0.0049 -0.9152 -4.4518
O2 -0.8697 2.5346 4.8227
H3 -0.2822 2.4027 5.5669
H4 -0.8661 1.6953 4.3625
O3 -2.3782 -3.3124 0.5987
H5 -2.3137 -4.2182 0.2961
H6 -1.5043 -3.1075 0.9312
O4 0.1633 2.4459 -3.6156
H7 1.0707 2.6959 -3.4412
H8 0.0381 2.6307 -4.5464
O5 5.7885 -0.5678 -0.5024
H9 5.7717 -0.3456 0.4285
H10 6.4921 -1.2119 -0.5826
O6 0.9907 4.1242 3.2012
H11 0.2591 4.6502 2.8785
H12 0.8548 4.0790 4.1476
O7 3.7332 -2.9710 -2.8096
H13 3.8190 -3.1539 -1.8739
H14 4.6118 -3.1104 -3.1629
O8 1.9644 -0.8013 -1.3066
H15 2.8835 -0.5355 -1.3378
H16 1.4790 -0.0174 -1.5639
O9 -4.9348 -0.2803 -1.8854
H17 -4.2169 0.3047 -2.1273
H18 -5.3582 -0.4970 -2.7160
O10 0.2151 -3.2806 1.1182
H19 0.6242 -3.9913 0.6245
H20 0.5826 -2.4823 0.7389
O11 -3.5769 1.6234 0.7357
H21 -2.6651 1.4009 0.9239
H22 -3.9675 0.8022 0.4367
O12 -1.2331 0.1157 3.0386
H23 -0.6146 0.4515 2.3898
H24 -0.8680 -0.7284 3.3040
O13 -3.0248 3.5859 -0.9685
H25 -3.3872 3.0965 -0.2300
H26 -2.1055 3.7213 -0.7387
O14 -2.9557 1.7172 -4.3315
H27 -3.4988 1.2946 -4.9968
H28 -2.0740 1.3809 -4.4924
O15 0.4400 -2.4016 3.9181
H29 0.3857 -2.8768 3.0890
H30 1.1956 -1.8233 3.8142
O16 -2.8420 -0.2321 5.2974
H31 -2.2510 -0.1554 4.5484
H32 -2.9153 0.6595 5.6376
O17 -0.3146 -4.7886 -1.1532
H33 -0.4639 -5.6089 -1.6233
H34 0.4670 -4.4166 -1.5617
O18 0.9248 -2.7142 -2.7611
H35 1.8432 -2.6986 -2.4916
H36 0.4832 -2.1328 -2.1422
O19 -0.3242 3.9774 -0.3179
H37 -0.2307 3.4436 -1.1069
H38 0.4801 3.8184 0.1762
O20 2.3794 -0.1549 2.8257
H39 2.5932 0.6967 2.4446
H40 3.1848 -0.6650 2.7406
O21 -4.6637 -1.5248 0.7123
H41 -4.8539 -1.2813 -0.1937
H42 -3.8311 -1.9946 0.6647
O22 0.1483 0.3790 0.8031
H43 -0.1934 0.6747 -0.0408
H44 0.8643 -0.2149 0.5773
O23 -4.8979 2.5776 -2.4922
H45 -4.5058 2.3510 -3.3354
H46 -4.1698 2.9191 -1.9730
O24 2.6615 3.1642 -0.2929
H47 3.1331 2.7352 -1.0068
H48 3.1725 3.9519 -0.1069
O25 4.4816 1.0294 -2.0998
H49 5.1091 0.4620 -1.6519
H50 5.0215 1.6961 -2.5243
O26 3.8261 -3.7774 0.1185
H51 3.0722 -3.7535 0.7078
H52 4.5535 -3.4476 0.6461
O27 -4.2572 2.0731 3.3574
H53 -4.3292 3.0078 3.1644
H54 -3.7361 1.7187 2.6369
O28 -0.7225 0.4549 -1.7287
H55 -0.5651 1.0793 -2.4369
H56 -1.2623 -0.2282 -2.1265
O29 3.5574 3.2620 2.6287
H57 3.1047 2.9545 1.8434
H58 2.8592 3.4061 3.2674
O30 3.1125 -3.6323 2.7973
H59 3.5924 -3.1984 3.5028
H60 2.4792 -4.1920 3.2467
O31 -2.1027 -1.6617 -2.7142
H61 -3.0151 -1.7079 -2.4286
H62 -2.0312 -2.3276 -3.3981

Results
F_max: 1.37 eV/Å
HOMO energy: -9.43 eV
relative energy (zero: lowest compared OMol25 entry of this formula, charge and spin): 96.7 kcal per mole
spin multiplicity: 1
gap between HOMO and LUMO: 8.32 eV
DFT total energy: -64481.32929 eV


No. 2
A 32-piece molecular cluster, H64O32 overall in a non-equilibrium geometry, computed with ωB97M-V with the def2-TZVPD basis set.

CARTESIAN COORDINATES (ANGSTROEM)
O1 8.4397 -11.8457 8.9936
H1 9.1830 -11.3502 8.5844
H2 7.7197 -11.7965 8.3348
O2 11.0647 -17.5845 4.9523
H3 10.9410 -18.4747 5.3453
H4 10.3396 -17.5549 4.3087
O3 6.3718 -17.3592 3.0641
H5 7.3184 -17.2337 2.8142
H6 5.9844 -16.6046 2.5853
O4 3.9227 -10.8324 8.2097
H7 3.6644 -10.1426 8.8750
H8 3.4208 -11.6230 8.5127
O5 7.1191 -20.4584 8.0166
H9 7.6944 -20.1140 8.7206
H10 6.2307 -20.4077 8.2998
O6 2.1533 -13.6996 6.2512
H11 1.6969 -12.8738 6.0637
H12 2.9553 -13.6764 6.8769
O7 3.6220 -15.2557 4.3797
H13 3.1016 -16.0762 4.2523
H14 3.0301 -14.6794 4.9472
O8 1.9455 -16.3910 7.8604
H15 1.5291 -15.6322 7.3910
H16 2.8338 -16.0841 8.0843
O9 8.9127 -15.2527 7.3535
H17 9.7828 -14.8580 7.3506
H18 9.0222 -16.0244 7.9159
O10 7.5892 -14.4018 4.7397
H19 6.8027 -14.4219 4.2121
H20 7.4408 -15.1172 5.3700
O11 4.2763 -13.8264 7.6795
H21 4.5475 -14.7502 7.7740
H22 5.1850 -13.5327 7.3913
O12 6.8884 -13.2798 7.0967
H23 7.4588 -14.0734 7.3128
H24 6.9964 -13.2346 6.1253
O13 6.4137 -17.0135 9.9709
H25 5.7935 -17.1691 10.6887
H26 7.1838 -17.5352 10.2309
O14 5.5495 -13.0094 10.3929
H27 6.4579 -13.1757 10.2179
H28 5.3666 -12.4989 9.6336
O15 10.7908 -17.2429 7.8965
H29 10.4933 -17.2051 6.9588
H30 11.6867 -16.8478 7.8790
O16 5.6981 -14.6760 2.5696
H31 5.2512 -14.8422 1.7497
H32 5.0051 -14.6263 3.2538
O17 10.8988 -13.9443 10.1381
H33 10.8867 -12.9925 10.0086
H34 9.9983 -14.3074 10.0109
O18 11.6134 -14.5332 5.8830
H35 11.5995 -13.7121 5.3699
H36 11.8672 -15.1717 5.2141
O19 9.3350 -15.4283 2.8002
H37 8.7273 -14.8391 3.3166
H38 9.7716 -14.9361 2.1103
O20 6.0751 -20.5216 11.3026
H39 5.7325 -21.3927 10.9323
H40 5.3622 -19.8824 11.3164
O21 8.8483 -18.4490 9.5994
H41 9.0228 -18.8582 10.4657
H42 9.6280 -17.9834 9.3022
O22 8.4010 -19.4573 12.1621
H43 8.6416 -20.0018 12.9015
H44 7.5797 -19.7844 11.7413
O23 8.3180 -14.9742 10.6528
H45 8.4148 -15.0062 11.5836
H46 7.6428 -15.5636 10.2881
O24 4.2205 -17.8919 11.2693
H47 3.8640 -17.7883 10.3959
H48 3.9463 -17.0826 11.7690
O25 6.6796 -17.0743 5.6585
H49 6.3434 -17.1355 4.7295
H50 7.1451 -17.9455 5.9095
O26 8.0293 -19.4032 5.5369
H51 7.9302 -19.8626 6.4127
H52 7.5895 -19.9587 4.8695
O27 3.3285 -18.1459 5.5243
H53 3.1152 -17.6594 6.3410
H54 4.2556 -18.3669 5.5498
O28 12.5983 -16.2033 9.6856
H55 13.5065 -15.8589 9.7758
H56 11.9522 -15.5487 9.9961
O29 1.2066 -19.3161 7.2836
H57 1.5736 -19.1463 6.3975
H58 1.1767 -18.3625 7.5786
O30 3.7659 -19.3262 8.6685
H59 2.8919 -19.2275 8.1618
H60 4.3234 -18.6012 8.2750
O31 5.2273 -16.6579 7.6778
H61 5.8251 -16.7165 8.4552
H62 5.7257 -16.5889 6.8296
O32 3.8830 -15.1228 12.1953
H63 3.8065 -14.7413 13.0641
H64 4.4390 -14.4536 11.7816

Results
F_max: 2.15 eV/Å
HOMO energy: -10.76 eV
relative energy (zero: lowest compared OMol25 entry of this formula, charge and spin): 33.1 kcal per mole
spin multiplicity: 1
gap between HOMO and LUMO: 10.88 eV
DFT total energy: -66564.64503 eV


No. 3
One molecule with the formula H6IP5 in a non-equilibrium geometry, computed with ωB97M-V with the def2-TZVPD basis set.

CARTESIAN COORDINATES (ANGSTROEM)
P1 -0.2834 -2.1679 0.8915
P2 0.2384 -0.7121 -0.6589
P3 -1.5656 -0.9318 -1.8508
P4 -0.4023 1.0222 0.5076
P5 1.4558 1.2293 1.6105
I1 -0.3683 3.0691 -1.2120
H1 -1.1075 -1.3405 1.6718
H2 0.8426 -1.8648 1.6628
H3 -0.9782 -0.3091 -2.9473
H4 -1.1850 -2.2060 -2.2782
H5 1.1246 2.5088 2.0508
H6 2.2289 1.7029 0.5521

Results
F_max: 1.51 eV/Å
HOMO energy: -8.61 eV
structure (SMILES): PP(#[PH2])P(#[PH2])I
relative energy (zero: lowest compared OMol25 entry of this formula, charge and spin): 0.0 kcal per mole
spin multiplicity: 1
gap between HOMO and LUMO: 7.69 eV
DFT total energy: -54641.28116 eV


No. 4
H6Li2O4 as an isolated structure in a non-equilibrium geometry, computed with ωB97M-V with the def2-TZVPD basis set.

CARTESIAN COORDINATES (ANGSTROEM)
Li1 -15.9597 -29.3186 8.0295
Li2 -14.4882 -30.3041 7.0156
O1 -14.5557 -28.8844 7.7786
H1 -14.0973 -29.1489 8.5998
O2 -16.0367 -30.3702 7.0685
H2 -15.7927 -30.8118 6.2318
O3 -13.7285 -30.8065 5.9464
H3 -14.0964 -31.2843 5.2030
H4 -12.7808 -30.8730 5.8292
O4 -13.8061 -31.1510 8.0177
H5 -13.2760 -31.9327 7.8627
H6 -14.5518 -31.4644 8.5296

Results
F_max: 9.97 eV/Å
HOMO energy: -7.87 eV
spin multiplicity: 1
gap between HOMO and LUMO: 7.58 eV
DFT total energy: -8694.04378 eV


No. 5
H6N3O12Zn as an isolated structure in a non-equilibrium geometry, computed with ωB97M-V with the def2-TZVPD basis set.

CARTESIAN COORDINATES (ANGSTROEM)
Zn1 -8.2897 -4.4553 7.7770
N1 -5.6967 -2.9474 8.8157
O1 -4.5732 -3.4235 8.5370
O2 -6.6952 -3.7246 8.8215
O3 -5.7703 -1.7616 9.1590
N2 -10.3684 -6.4602 6.1714
O4 -9.7347 -7.4576 5.8403
O5 -9.7927 -5.5355 6.7589
O6 -11.5777 -6.3061 6.0264
N3 -6.4532 -7.1091 7.0353
O7 -5.6048 -7.3225 7.8572
O8 -6.8394 -7.9861 6.2540
O9 -6.9827 -6.0057 7.0600
O10 -8.6813 -5.5635 9.4602
H1 -9.2028 -6.3575 9.5781
H2 -8.2353 -5.4426 10.2985
O11 -7.9145 -3.1533 6.2289
H3 -7.5263 -3.5177 5.4335
H4 -8.1678 -2.2627 5.9862
O12 -9.6417 -3.0223 8.2771
H5 -10.3939 -2.7509 7.7510
H6 -9.5699 -2.3521 8.9568

Results
charge: -1
F_max: 4.13 eV/Å
HOMO energy: -4.83 eV
relative energy (zero: lowest compared OMol25 entry of this formula, charge and spin): 37.1 kcal per mole
spin multiplicity: 1
gap between HOMO and LUMO: 6.49 eV
DFT total energy: -77547.75223 eV


No. 6
One molecule with the formula H6N4 in a non-equilibrium geometry, computed with ωB97M-V with the def2-TZVPD basis set.

CARTESIAN COORDINATES (ANGSTROEM)
N1 0.1269 1.2653 -0.8135
N2 -0.3292 -0.0991 -0.9985
N3 0.4388 -1.0197 -0.3687
N4 0.2644 -0.9533 1.1928
H1 0.2642 1.3124 0.2323
H2 -0.5332 1.9473 -1.0496
H3 -1.2972 -0.0514 -0.7004
H4 1.4858 -0.6198 -0.3640
H5 -0.0903 -0.0459 1.4432
H6 -0.3302 -1.7358 1.4264

Results
F_max: 4.58 eV/Å
HOMO energy: -8.45 eV
structure (SMILES): NNNN
relative energy (zero: lowest compared OMol25 entry of this formula, charge and spin): 34.9 kcal per mole
spin multiplicity: 1
gap between HOMO and LUMO: 9.48 eV
DFT total energy: -6054.04243 eV


Question: Number 3 is which compound?
Answer: H6IP5